The following is a DFT calculation (ωB97M-V with the def2-TZVPD basis set) of a molecular structure, C32H46BrMnN3P2S at a distorted geometry.

Properties
- Energy: -169162.65472 eV
- LUMO level (spin up / spin down): -5.8 / -6.0 eV
- 2S+1: 6
- <S²>: 8.76
- Energy above the lowest of the compared OMol25 structures with the same formula, charge and spin: 123.94 kJ/mol
- Strongest force on any atom: 0.0437 Eh/bohr
- Total charge: +2

Geometry as XYZ:
```
86
Properties=species:S:1:pos:R:3:forces:R:3
N -5.132 -1.634 3.708 -0.14 -0.34 0.22
C -4.033 -1.000 4.131 0.06 0.23 -0.66
C -3.361 -0.052 3.346 -0.67 0.20 -0.61
C -3.917 0.271 2.078 -0.69 -1.35 0.69
C -5.025 -0.465 1.637 -0.09 -0.13 0.70
C -5.616 -1.400 2.488 0.76 0.59 -0.31
C -3.377 1.228 1.148 1.39 -0.19 -1.44
Mn 0.229 -0.087 -0.177 -1.32 0.73 1.67
P 2.269 0.276 -1.117 0.25 0.25 -0.15
C -3.485 1.090 -0.208 0.08 -0.09 1.08
C -2.676 1.877 -1.129 0.88 0.18 -0.58
C -2.346 1.385 -2.417 -0.20 0.16 0.74
C -1.208 1.825 -3.093 -0.09 0.18 0.54
C -0.419 2.791 -2.476 0.40 0.82 -0.75
C -0.836 3.454 -1.315 -0.16 -0.18 -0.19
C -1.995 3.019 -0.671 0.26 -0.17 -0.41
Br 1.120 3.457 -3.497 -1.58 -0.12 0.39
H -2.629 1.908 1.560 -0.37 0.23 -0.12
H -3.982 0.204 -0.623 -0.14 0.62 0.08
H -2.452 0.432 3.703 -0.26 0.02 -0.02
H -5.430 -0.272 0.649 -0.24 -0.03 0.28
H -3.667 -1.257 5.133 -0.21 0.09 -0.42
H -6.489 -1.941 2.123 0.12 -0.08 0.48
H -3.003 0.642 -2.857 0.12 0.09 0.08
H -2.401 3.542 0.188 0.32 -0.01 0.02
H -0.919 1.445 -4.066 -0.19 -0.01 0.02
H -0.273 4.301 -0.935 -0.09 -0.04 -0.12
P -0.627 -2.244 -0.675 -0.68 -1.48 -0.71
C 2.692 1.968 -0.538 0.14 0.05 -0.29
C 3.615 2.701 -1.492 0.27 0.69 -0.37
H 3.151 1.858 0.460 -0.15 -0.20 -0.29
H 1.765 2.543 -0.370 0.26 -0.20 -0.20
H 3.843 3.686 -1.067 0.14 -0.17 -0.16
H 4.555 2.167 -1.687 -0.31 0.25 0.17
H 3.091 2.881 -2.447 0.76 -0.23 0.73
C 2.017 0.004 -2.917 0.22 0.10 -0.29
C 3.268 0.097 -3.776 0.15 0.08 -0.60
H 1.229 0.687 -3.292 0.46 -0.21 0.48
H 1.601 -1.010 -3.038 0.36 0.48 0.34
H 2.970 0.255 -4.820 0.20 0.00 0.21
H 3.892 0.938 -3.453 -0.01 -0.29 -0.35
H 3.836 -0.845 -3.741 -0.08 0.43 0.00
C 3.582 -0.781 -0.458 0.00 -0.64 0.02
C 4.957 -0.439 -0.998 0.57 -0.10 0.04
H 3.328 -1.827 -0.681 0.12 0.45 -0.10
H 3.544 -0.716 0.642 -0.03 0.16 -0.28
H 5.678 -1.197 -0.683 -0.04 0.09 0.00
H 4.954 -0.421 -2.088 0.18 0.03 0.27
H 5.309 0.524 -0.625 0.01 -0.10 -0.05
C 0.268 -3.815 -0.281 -0.14 -0.02 0.16
C 1.780 -3.689 -0.206 0.37 -0.10 0.13
H -0.020 -4.510 -1.085 -0.01 0.10 0.35
H -0.128 -4.227 0.658 0.16 0.18 -0.29
H 2.221 -4.638 0.116 -0.09 0.12 -0.14
H 2.212 -3.450 -1.186 -0.09 -0.01 0.20
H 2.075 -2.932 0.537 -0.06 -0.32 -0.47
C -0.651 -2.345 -2.529 0.32 -0.14 -0.02
C -1.885 -1.764 -3.192 -0.13 0.37 -0.33
H -0.513 -3.401 -2.804 -0.07 0.22 0.17
H 0.228 -1.796 -2.898 -0.49 -0.55 0.16
H -1.986 -2.156 -4.214 -0.07 0.03 0.36
H -2.804 -1.963 -2.627 0.15 -0.01 -0.35
H -1.761 -0.681 -3.276 -0.10 -0.50 -0.05
C -2.348 -2.570 -0.143 -0.41 0.00 -0.33
C -2.507 -3.214 1.231 -0.07 -0.05 0.25
H -2.801 -3.213 -0.913 0.08 0.13 0.23
H -2.884 -1.602 -0.161 0.18 -0.45 -0.03
H -3.561 -3.482 1.369 0.24 0.09 0.08
H -1.921 -4.135 1.349 -0.28 0.26 -0.05
H -2.245 -2.519 2.039 -0.03 -0.10 -0.08
N 1.112 -1.824 2.324 0.06 0.33 0.15
C 1.301 -0.491 2.558 -0.49 0.24 -0.55
N 0.689 0.469 1.855 0.15 -0.92 0.61
C 0.890 1.724 2.481 0.22 -0.17 -0.16
C 0.302 2.938 2.103 0.09 0.17 0.38
C 0.479 4.054 2.928 0.46 -0.39 0.17
C 1.352 3.961 4.030 0.13 -0.08 0.17
C 2.044 2.775 4.334 -0.29 0.30 -0.04
C 1.766 1.644 3.578 -0.23 0.92 -0.39
S 2.396 0.032 3.803 -0.69 0.05 -0.21
H 1.563 -2.457 2.976 -0.21 0.04 -0.19
H 0.219 -2.149 1.946 0.47 0.33 0.34
H -0.276 3.042 1.187 -0.05 -0.32 0.31
H -0.049 4.999 2.725 0.42 -0.59 0.04
H 1.490 4.839 4.666 0.03 -0.35 -0.22
H 2.754 2.678 5.156 -0.28 0.39 -0.12
```
Forces are in eV/Å.

Mulliken population analysis, charges in e, atoms 1 to 4: N -0.546; C -0.450; C -0.408; C 0.330

---

The following is a DFT calculation (ωB97M-V with the def2-TZVPD basis set) of 2 unconnected molecules or ions with the total composition C26H37O2Si at a distorted geometry.

Properties
- Energy: -39529.55831 eV
- LUMO level: -5.4 eV
- Strongest force on any atom: 0.0324 Eh/bohr
- Total charge: +1

Geometry as XYZ:
```
66
Properties=species:S:1:pos:R:3:forces:R:3
C 2.407 -0.375 1.112 0.39 -0.17 -0.10
Si 1.603 0.753 2.355 -1.09 0.56 -0.46
C 1.388 -0.084 4.016 0.10 -0.14 0.18
C 2.466 2.397 2.487 0.36 -0.04 0.08
O 0.088 1.152 1.692 0.58 -0.10 0.39
C -1.090 0.766 2.270 -0.35 -1.41 0.00
C -1.522 -0.519 2.165 0.82 1.42 0.29
C -2.759 -1.003 2.840 -0.46 -0.60 0.20
C -4.107 -0.726 2.144 0.02 -0.11 0.26
C -4.583 0.725 2.198 -0.25 -0.06 -0.33
C -3.783 1.710 1.328 -0.25 0.19 -0.15
C -2.815 2.605 2.093 0.04 0.35 -0.04
C -1.836 1.860 3.002 0.34 -0.33 -0.05
H 3.410 -0.659 1.461 -0.07 0.04 -0.14
H 1.838 -1.296 0.933 -0.02 0.21 0.10
H 2.516 0.139 0.147 -0.01 -0.11 0.23
H 2.376 -0.268 4.462 -0.16 0.08 -0.05
H 0.818 0.543 4.718 0.14 -0.14 -0.20
H 0.870 -1.052 3.943 0.06 0.26 -0.07
H 3.469 2.269 2.916 -0.11 0.13 -0.09
H 2.577 2.863 1.498 -0.03 -0.15 0.18
H 1.916 3.104 3.121 0.05 -0.24 -0.09
H -0.880 -1.271 1.684 -0.26 0.50 -0.08
H -2.661 -2.096 2.930 -0.10 0.21 0.13
H -2.809 -0.606 3.869 -0.05 -0.16 -0.24
H -4.064 -1.064 1.101 0.04 0.07 0.11
H -4.864 -1.347 2.644 0.12 0.07 -0.12
H -5.625 0.740 1.843 0.22 -0.05 0.18
H -4.614 1.063 3.242 0.01 0.01 -0.10
H -3.240 1.173 0.541 -0.10 -0.02 0.15
H -4.499 2.362 0.805 0.25 -0.09 0.09
H -2.239 3.201 1.373 -0.10 -0.06 0.12
H -3.379 3.318 2.709 0.07 -0.11 -0.09
H -2.364 1.405 3.851 0.05 0.19 -0.19
H -1.103 2.579 3.406 -0.21 -0.29 -0.10
C -2.473 -7.648 6.565 0.12 0.07 -0.09
O -1.526 -6.574 6.780 0.78 0.47 -1.27
C -0.797 -6.086 5.746 -0.38 -0.42 0.53
C 0.120 -5.040 6.040 -0.25 -0.29 0.14
C 0.909 -4.523 5.049 0.06 -0.02 -0.23
C 0.822 -4.980 3.690 -0.09 0.39 0.01
C 1.735 -4.447 2.744 -0.33 -0.76 0.36
C 2.022 -4.849 1.412 0.51 -0.08 -0.66
C 2.985 -4.065 0.697 -0.30 -0.05 0.30
C 3.285 -4.308 -0.626 0.07 0.07 0.14
C 2.658 -5.354 -1.317 -0.02 0.23 0.03
C 2.990 -5.595 -2.755 -0.07 -0.15 -0.34
C 1.735 -6.163 -0.637 -0.03 -0.07 0.37
C 1.473 -5.967 0.710 -0.08 0.18 -0.10
C -0.184 -5.949 3.409 -0.02 -0.34 0.19
C -0.915 -6.552 4.412 -0.12 0.04 -0.01
H -2.918 -7.803 7.546 0.02 -0.04 -0.19
H -3.249 -7.366 5.839 0.25 0.05 0.23
H -1.968 -8.566 6.231 -0.04 0.30 0.13
H 0.185 -4.691 7.068 0.02 -0.05 -0.23
H 1.643 -3.754 5.289 -0.19 -0.15 -0.02
H 2.361 -3.636 3.125 -0.14 -0.11 -0.11
H 3.487 -3.258 1.230 -0.17 -0.08 -0.19
H 4.007 -3.679 -1.152 -0.19 -0.22 0.23
H 2.385 -6.406 -3.172 0.13 0.16 0.06
H 2.813 -4.692 -3.354 0.03 -0.16 0.17
H 4.049 -5.860 -2.887 -0.24 0.09 0.14
H 1.231 -6.966 -1.183 0.29 0.18 0.31
H 0.861 -6.701 1.229 0.19 0.26 -0.27
H -0.396 -6.229 2.381 0.00 0.04 0.38
H -1.598 -7.377 4.184 0.19 0.54 0.00
```
Forces are in eV/Å.

Mulliken population analysis, charges in e, atoms 1 to 4: C -0.890; Si 0.188; C -0.864; C -1.042

---

The following is a DFT calculation (ωB97M-V with the def2-TZVPD basis set) of 2 unconnected molecules or ions with the total composition C4H8O3 at a distorted geometry.

Properties
- Energy: -10417.72752 eV
- LUMO level: 0.7 eV
- Energy above the lowest of the compared OMol25 structures with the same formula, charge and spin: 316.09 kJ/mol
- Strongest force on any atom: 0.0660 Eh/bohr
- SMILES string: C/C(O)=C/O.C=O

Geometry as XYZ:
```
15
Properties=species:S:1:pos:R:3:forces:R:3
C 0.661 -1.783 -1.188 -0.06 1.27 0.18
C -0.269 -0.929 -0.346 0.82 -0.62 -0.07
O -1.276 -0.209 -0.994 0.33 -0.76 -0.35
C -0.079 -0.838 0.971 0.29 -0.77 -0.84
O -0.867 -0.066 1.760 -0.31 0.57 1.30
H 0.086 -2.517 -1.727 -0.06 -0.51 -0.34
H 1.391 -2.260 -0.530 -0.16 -0.10 -0.19
H 1.224 -1.154 -1.912 -0.35 -0.36 0.32
H -1.535 -0.741 -1.777 0.19 0.65 0.70
H 0.713 -1.540 1.438 -1.55 1.78 -0.37
H -1.297 0.727 1.365 0.79 -1.33 -0.27
C 0.323 2.789 0.833 -0.98 2.33 -2.26
O 1.185 1.985 0.688 -0.12 -0.46 0.63
H -0.828 2.606 0.708 1.52 -0.23 0.74
H 0.570 3.930 0.710 -0.33 -1.45 0.83
```
Forces are in eV/Å.

Mulliken population analysis, charges in e, atoms 1 to 4: C -1.227; C 0.866; O -0.549; C -0.332

---

The following is a DFT calculation (ωB97M-V with the def2-TZVPD basis set) of a molecular structure, C10H23BeN2O8 at a distorted geometry.

Properties
- Energy: -30502.13025 eV
- LUMO level: 1.8 eV
- Energy above the lowest of the compared OMol25 structures with the same formula, charge and spin: 334.07 kJ/mol
- Strongest force on any atom: 0.1062 Eh/bohr
- Total charge: -1

Geometry as XYZ:
```
44
Properties=species:S:1:pos:R:3:forces:R:3
Be -0.875 -0.265 -0.795 -3.11 -3.01 -0.55
C -2.935 -2.196 -0.489 -1.62 -2.48 -4.59
O -1.715 -2.559 -0.471 3.47 1.80 1.60
O -3.221 -0.949 -0.667 0.88 2.14 1.03
O -3.774 -3.125 -0.797 -0.35 1.09 1.91
O -0.210 -1.585 -5.198 0.50 0.87 -0.47
C -0.567 -1.770 -3.889 -1.67 -2.48 1.99
O -1.003 -0.832 -3.187 0.92 2.00 0.44
O -0.558 -2.981 -3.556 0.96 0.53 -0.23
H 0.016 -2.513 -5.353 -0.01 0.04 -0.51
C -2.119 1.397 3.439 0.14 1.19 0.27
C -1.256 0.821 2.365 0.23 -0.91 -0.56
C -0.751 -0.580 2.637 0.53 0.04 -0.24
O -0.121 -1.056 1.459 0.67 0.73 0.33
C 0.757 -2.138 1.747 -0.52 0.06 -0.52
N -2.035 0.701 1.113 0.66 0.94 0.76
H -2.971 0.751 3.645 0.05 0.11 0.35
H -2.464 2.363 3.060 -0.50 -0.11 -0.14
H -1.561 1.752 4.308 -0.03 -0.78 0.42
H -0.356 1.433 2.259 -0.07 0.25 -0.43
H -1.554 -1.272 2.908 -0.10 0.02 0.17
H 0.008 -0.510 3.423 -0.13 -0.26 0.35
H 1.270 -2.374 0.816 -0.13 -0.16 0.04
H 0.157 -2.985 2.083 0.15 -0.18 -0.09
H 1.482 -1.854 2.515 0.07 0.06 0.09
H -2.587 1.556 1.097 0.13 0.27 -0.86
H -2.778 0.057 1.383 0.05 -0.84 -1.19
C 2.085 3.145 -0.264 1.14 -0.92 -0.55
C 1.583 1.875 -1.031 0.31 3.25 1.68
C 2.089 0.669 -0.346 -0.80 -2.34 -2.06
O 1.546 -0.472 -1.131 -0.13 1.41 1.20
C 2.518 -1.228 -1.859 -0.92 -0.09 0.64
N 0.123 2.039 -1.072 -0.05 -0.55 -0.35
H 3.158 2.948 -0.196 0.20 0.77 0.30
H 1.683 3.307 0.737 -0.15 -0.29 0.00
H 1.903 4.029 -0.875 0.09 0.08 0.09
H 1.983 2.096 -2.020 -0.01 -1.13 -0.23
H 1.682 0.571 0.660 0.28 0.03 0.15
H 3.174 0.608 -0.432 0.06 0.14 0.53
H 3.197 -0.595 -2.433 -0.08 0.10 -0.07
H 1.910 -1.864 -2.502 0.28 -0.16 -0.09
H 3.060 -1.804 -1.107 0.31 -0.27 -0.32
H -0.125 2.581 -0.250 -0.27 -0.57 0.48
H 0.153 2.810 -1.734 -1.43 -0.42 -0.77
```
Forces are in eV/Å.

Mulliken population analysis, charges in e, atoms 1 to 4: Be 1.056; C 0.639; O -0.617; O -0.739

---

Copy entry 3 word for word.
The following is a DFT calculation (ωB97M-V with the def2-TZVPD basis set) of 2 unconnected molecules or ions with the total composition C4H8O3 at a distorted geometry.

Properties
- Energy: -10417.72752 eV
- LUMO level: 0.7 eV
- Energy above the lowest of the compared OMol25 structures with the same formula, charge and spin: 316.09 kJ/mol
- Strongest force on any atom: 0.0660 Eh/bohr
- SMILES string: C/C(O)=C/O.C=O

Geometry as XYZ:
```
15
Properties=species:S:1:pos:R:3:forces:R:3
C 0.661 -1.783 -1.188 -0.06 1.27 0.18
C -0.269 -0.929 -0.346 0.82 -0.62 -0.07
O -1.276 -0.209 -0.994 0.33 -0.76 -0.35
C -0.079 -0.838 0.971 0.29 -0.77 -0.84
O -0.867 -0.066 1.760 -0.31 0.57 1.30
H 0.086 -2.517 -1.727 -0.06 -0.51 -0.34
H 1.391 -2.260 -0.530 -0.16 -0.10 -0.19
H 1.224 -1.154 -1.912 -0.35 -0.36 0.32
H -1.535 -0.741 -1.777 0.19 0.65 0.70
H 0.713 -1.540 1.438 -1.55 1.78 -0.37
H -1.297 0.727 1.365 0.79 -1.33 -0.27
C 0.323 2.789 0.833 -0.98 2.33 -2.26
O 1.185 1.985 0.688 -0.12 -0.46 0.63
H -0.828 2.606 0.708 1.52 -0.23 0.74
H 0.570 3.930 0.710 -0.33 -1.45 0.83
```
Forces are in eV/Å.

Mulliken population analysis, charges in e, atoms 1 to 4: C -1.227; C 0.866; O -0.549; C -0.332